Entry from OMol25: an isolated molecule of C16H14FN5O4S (ωB97M-V with the def2-TZVPD basis set).

energy above the lowest of the compared OMol25 structures with the same formula, charge and spin: 2.99 kcal/mol
SMILES string: Cc1cc(NC(=O)CSc2nnc(CNC(=O)c3ccc(F)cc3)o2)no1
molar mass: 391.38 g/mol
E_LUMO: 0.52 eV
E_HOMO: -9.3 eV
energy: -1690.890427 Ha
maximum force: 1.64 eV/A
gap between HOMO and LUMO: 9.869 eV

Geometry as XYZ:
```
41
Properties=species:S:1:pos:R:3:forces:R:3:mulliken_charge:R:1
C 6.8497 -5.6482 -3.7646 -0.222 -0.179 -0.008 -1.1726
C 5.5581 -5.2153 -3.1813 -0.224 0.700 0.370 0.0910
C 5.1730 -4.0579 -2.5673 0.085 -0.457 -0.226 0.0826
C 3.8113 -4.2943 -2.2489 0.690 -0.752 -0.519 0.3965
N 3.4369 -5.4895 -2.6439 -1.054 0.643 0.598 -0.6715
O 4.5174 -6.0642 -3.2231 0.812 -0.131 -0.312 -0.1214
N 2.9051 -3.4699 -1.6115 -0.354 -0.455 -0.132 -0.1514
C 3.1610 -2.2085 -1.1700 -0.498 0.246 0.169 0.6245
O 4.2273 -1.6542 -1.2606 0.200 0.071 -0.009 -0.6028
C 1.9589 -1.5514 -0.5056 -0.246 0.264 0.004 -0.7487
H 1.6931 -2.0776 0.4121 0.073 0.062 0.022 0.3775
H 2.1843 -0.5113 -0.2763 0.096 -0.173 -0.023 0.4494
S 0.5002 -1.5771 -1.6143 0.278 -0.362 -0.389 -0.2099
C -0.3669 -0.2801 -0.8896 0.258 0.428 0.709 0.5764
N -0.0105 0.4426 0.1264 0.854 -1.174 -0.551 -0.4619
N -0.9988 1.3413 0.3154 -1.328 0.958 -0.006 -0.1679
C -1.9025 1.1233 -0.5800 0.422 0.202 0.586 0.5102
O -1.5639 0.0935 -1.3955 -0.021 -0.061 -0.097 -0.3230
C -3.1648 1.8859 -0.7587 -0.356 -0.109 -0.254 -0.8002
N -3.3232 2.8304 0.3151 0.364 -0.020 -0.265 -0.2410
C -4.3037 2.6710 1.2474 0.073 0.198 -0.066 0.4826
O -5.2364 1.9123 1.0853 -0.243 -0.142 0.049 -0.6484
C -4.1621 3.5461 2.4457 -0.035 -0.011 0.241 0.3688
C -2.9210 3.7970 3.0255 -0.232 0.016 -0.072 -0.3529
C -2.8299 4.5838 4.1589 -0.079 0.174 0.193 -0.6627
C -3.9885 5.1161 4.6977 0.049 -0.109 -0.129 0.3432
C -5.2351 4.8675 4.1502 0.118 0.080 0.120 -0.5131
C -5.3145 4.0696 3.0252 0.156 -0.081 -0.097 -0.3998
H -6.2699 3.8418 2.5783 -0.090 -0.033 -0.025 0.4236
H -6.1160 5.2896 4.6070 -0.072 0.056 0.054 0.4371
F -3.8993 5.8918 5.7951 -0.013 -0.073 -0.094 -0.3171
H -1.8799 4.7842 4.6285 0.075 0.024 0.068 0.4520
H -2.0248 3.3503 2.6196 0.102 -0.049 -0.053 0.3955
H -2.5155 3.3890 0.5412 -0.121 0.000 0.066 0.2823
H -4.0275 1.2092 -0.7303 0.147 0.143 -0.078 0.3679
H -3.1521 2.3913 -1.7331 -0.054 -0.118 0.110 0.3006
H 1.9789 -3.8648 -1.5186 0.045 0.093 0.097 0.2389
H 5.7386 -3.1757 -2.3644 0.177 0.133 0.003 0.4477
H 7.5848 -4.8572 -3.6561 0.037 0.020 -0.003 0.3061
H 6.7231 -5.8844 -4.8198 0.054 0.007 -0.067 0.3067
H 7.2052 -6.5459 -3.2614 0.079 -0.029 0.016 0.3052
```
Positions in Å, forces in eV/Å.

=====

Entry from OMol25: a structure of composition C10F30KLiN5O20S10 (ωB97M-V with the def2-TZVPD basis set).

energy above the lowest of the compared OMol25 structures with the same formula, charge and spin: 125.64 kcal/mol
total charge: -3
molar mass: 1446.77 g/mol
E_LUMO: 4.24 eV
E_HOMO: -3.2 eV
energy: -9744.943195 Ha
maximum force: 8.48 eV/A
gap between HOMO and LUMO: 7.478 eV

Geometry as XYZ:
```
77
Properties=species:S:1:pos:R:3:forces:R:3:mulliken_charge:R:1
K -0.0558 -1.7443 -0.4828 -0.642 0.949 0.686 0.6686
Li 1.8654 -4.4311 -1.5240 -0.456 -0.396 -0.588 0.8215
C -1.7051 2.6840 2.6696 -0.396 -1.577 -2.372 0.3056
F -0.5074 2.8908 3.2121 -1.632 -0.252 -0.161 -0.0708
F -2.7324 2.7967 3.5389 1.309 0.670 -0.714 -0.1971
F -1.8316 3.4854 1.5589 -0.205 -0.193 1.882 -0.2101
S -1.8709 0.8687 1.8737 1.196 0.576 1.090 1.1797
O -0.7068 0.7386 0.9949 -1.388 0.380 -0.315 -0.5978
O -1.7933 -0.0524 3.0048 -0.594 1.074 -0.838 -0.6478
N -3.4241 0.9253 1.0879 6.027 5.955 0.415 -0.4388
S -3.9117 -0.4325 1.2852 -6.634 -3.216 2.018 0.9886
O -3.0579 -1.4514 0.7973 1.137 -2.274 -0.884 -0.4924
O -4.5326 -0.5706 2.6052 0.081 -1.069 -1.316 -0.6827
C -5.4438 -0.3193 0.0309 2.886 0.765 3.501 0.4873
F -6.0753 -1.4528 0.1677 -1.092 -1.244 -0.730 -0.2331
F -6.2615 0.6742 0.4095 -0.015 -0.100 -0.586 -0.2411
F -4.9592 -0.1264 -1.1615 -0.469 0.014 -1.304 -0.1461
C -2.6713 -3.4127 -2.6811 1.668 0.169 0.464 0.6575
F -2.3594 -2.3289 -1.8995 -0.548 -0.969 -1.141 -0.1878
F -3.6010 -4.1253 -2.0893 -0.147 0.005 0.214 -0.1910
F -3.0651 -3.0883 -3.8835 -0.113 0.380 0.367 -0.1697
S -1.0816 -4.5510 -2.7707 -1.084 -2.330 0.373 0.7783
O -1.2260 -5.4699 -1.6451 0.705 1.913 -0.524 -0.5944
O -1.1219 -5.2259 -4.0628 0.311 1.075 1.331 -0.6052
N 0.3013 -3.5144 -2.5491 -2.514 -1.945 0.535 -0.1209
S 0.5735 -3.0658 -4.0282 -1.410 2.564 -4.470 0.7660
O 1.6065 -3.8744 -4.6266 -0.159 0.056 0.042 -0.6974
O -0.6681 -2.7136 -4.8305 3.767 -0.807 2.612 -0.5429
C 1.4441 -1.3889 -3.8764 -1.157 0.157 -0.169 0.7048
F 1.3029 -0.8269 -5.0494 -0.882 0.722 -0.529 -0.1973
F 0.8694 -0.5729 -2.9031 1.312 -1.312 -1.014 -0.2124
F 2.7480 -1.5380 -3.7713 0.422 -0.096 1.439 -0.2423
C 2.0148 0.0433 4.1878 3.067 1.830 -1.927 0.5288
F 1.1479 0.0666 5.0902 -2.443 -0.130 2.958 -0.1962
F 2.8761 -0.9465 4.3625 -0.020 -0.554 0.001 -0.2315
F 1.3968 -0.0497 3.0209 0.332 -0.163 -0.493 0.0767
S 3.0430 1.6986 4.2074 0.502 0.770 -1.699 0.9956
O 4.1800 1.5824 3.2673 -1.933 -0.782 1.729 -0.6357
O 2.0908 2.7560 3.8565 0.830 -1.586 0.692 -0.5963
N 3.5058 1.7518 5.8400 -0.589 -0.155 -1.670 -0.4196
S 4.0402 3.2197 5.9932 0.879 4.283 0.023 1.0071
O 5.0918 3.5832 5.0421 -0.256 -0.609 1.066 -0.6531
O 3.0447 4.3022 6.1128 0.869 -1.724 0.773 -0.6608
C 4.9656 3.2428 7.7431 -1.894 -0.614 -3.038 0.5881
F 5.3403 4.4426 8.1335 0.784 0.662 -0.319 -0.2231
F 4.1315 2.8132 8.6408 -1.174 -0.936 1.688 -0.2432
F 5.9724 2.4029 7.6464 1.242 -0.189 0.408 -0.2263
C -1.8174 1.4178 -4.0850 -0.901 1.008 -0.251 0.6243
F -0.5200 1.4269 -4.1512 1.991 0.687 -0.580 -0.2259
F -2.1710 0.1681 -4.2298 -1.073 -1.550 -0.815 -0.1781
F -2.1469 1.7489 -2.8484 -0.535 0.810 0.087 -0.1690
S -2.6155 2.5360 -5.5229 1.017 -0.459 2.133 0.9082
O -2.2613 1.8586 -6.7439 0.975 0.963 0.230 -0.6245
O -4.0303 2.5134 -5.2416 0.623 0.636 0.145 -0.5413
N -1.7072 4.0337 -5.1154 -0.428 -4.068 -2.391 -0.4359
S -2.7589 4.9384 -4.4738 -2.017 3.095 2.604 1.0260
O -3.7989 5.4282 -5.3695 0.572 -0.095 0.621 -0.6527
O -3.1693 4.4961 -3.1295 0.572 1.183 -1.733 -0.5544
C -1.6443 6.6443 -4.2251 -1.169 -1.441 -0.896 0.5386
F -2.3527 7.5227 -3.4620 1.122 -1.024 0.513 -0.2263
F -0.3981 6.3314 -3.8050 -1.031 0.805 0.557 -0.2172
F -1.4982 7.3230 -5.3740 0.195 -0.437 -0.360 -0.2447
C 0.3907 -4.2221 2.1210 -0.229 1.698 2.253 0.7763
F 0.4673 -4.6654 3.4054 0.135 -0.447 -1.544 -0.2481
F -0.7825 -4.5894 1.6036 0.943 0.334 0.054 -0.1762
F 0.4396 -2.8534 2.2787 -0.269 -1.507 -1.093 -0.2410
S 1.8494 -4.8243 1.0593 -0.968 -1.314 1.365 0.9012
O 2.8772 -5.2710 1.9850 -1.309 0.906 -1.572 -0.5453
O 1.2424 -5.8459 0.2223 0.607 1.103 -0.604 -0.7154
N 2.1209 -3.4412 0.0800 -1.360 -3.020 1.390 -0.1434
S 3.4099 -2.8656 0.7436 4.130 4.448 4.125 0.7381
O 3.3469 -2.5924 2.2035 -0.759 -0.432 -3.171 -0.5035
O 4.6125 -3.5298 0.3375 0.103 -0.441 -0.981 -0.6802
C 3.5102 -1.1099 -0.0719 -0.919 -2.122 2.485 0.6379
F 3.3022 -1.2498 -1.3404 0.122 0.098 -2.082 -0.2507
F 2.5045 -0.3755 0.4201 0.673 0.290 0.048 -0.1376
F 4.7098 -0.6469 0.1825 -0.293 0.543 -0.041 -0.1885
```
Positions in Å, forces in eV/Å.

=====

Entry from OMol25: a cluster of 3 separate species, C12H20Cl2IN4O2 in total (ωB97M-V with the def2-TZVPD basis set).

energy above the lowest of the compared OMol25 structures with the same formula, charge and spin: 0.00 kcal/mol
total charge: +1
molar mass: 450.13 g/mol
E_LUMO: -3.36 eV
E_HOMO: -10.7 eV
energy: -2056.612990 Ha
maximum force: 0.98 eV/A
gap between HOMO and LUMO: 7.302 eV

Geometry as XYZ:
```
41
Properties=species:S:1:pos:R:3:forces:R:3:mulliken_charge:R:1
C 1.7184 -4.4902 -3.4902 -0.004 0.233 0.132 -1.2275
C 1.7709 -3.5094 -4.6162 0.135 0.030 0.017 0.6484
Cl 3.3082 -3.2842 -5.3187 0.209 -0.015 -0.155 -0.1522
C 0.7227 -2.8268 -5.0738 0.065 -0.344 0.007 -0.3767
Cl 0.8127 -1.7279 -6.3809 -0.147 0.276 -0.271 -0.1185
C -0.5802 -2.9710 -4.4354 -0.141 0.759 0.604 0.1577
N -1.5768 -3.8428 -4.8222 0.167 0.236 0.219 0.0759
C -2.6252 -3.7032 -4.0234 0.020 -0.170 -0.210 -0.2005
N -2.3415 -2.7637 -3.1315 0.258 0.170 -0.107 0.0221
C -1.0714 -2.2625 -3.3670 0.146 -0.522 -0.471 -0.0891
I -0.1259 -0.7879 -2.3107 -0.242 -0.081 0.081 0.3434
H 2.7130 -4.6162 -3.0904 0.220 -0.220 0.061 0.4022
H 1.3339 -5.4457 -3.8266 0.040 -0.268 -0.056 0.3043
H 1.0985 -4.1333 -2.6756 -0.247 0.084 0.096 0.3125
H -1.4841 -4.4756 -5.6009 -0.189 -0.146 -0.073 0.2575
H -3.5364 -4.2590 -4.1023 -0.243 -0.082 0.079 0.4443
H -2.9617 -2.4581 -2.3988 -0.103 0.048 0.090 0.2107
C 2.2351 2.3888 2.6229 -0.072 -0.048 0.011 -1.4446
C 1.7211 1.4033 1.6030 -0.053 -0.037 0.062 0.9113
O 0.8758 0.5619 1.8713 0.036 0.006 -0.054 -0.6491
N 2.2269 1.4746 0.3434 0.049 0.175 0.070 -0.0272
C 3.2141 2.3946 -0.1973 -0.159 -0.278 -0.112 -0.8478
H 1.7348 2.2019 3.5681 -0.023 -0.038 -0.006 0.3304
H 3.3092 2.2718 2.7658 0.022 0.073 -0.020 0.4479
H 2.0284 3.4128 2.3093 0.080 0.019 -0.001 0.3707
H 1.8330 0.7688 -0.2547 0.133 -0.026 -0.113 0.0229
H 2.7878 2.9641 -1.0243 0.047 0.072 0.026 0.2766
H 4.0814 1.8444 -0.5640 0.056 0.069 0.025 0.3090
H 3.5429 3.0892 0.5668 -0.004 0.013 0.045 0.3195
C -3.1378 2.4501 5.7940 -0.002 0.027 0.027 -1.1947
C -2.1536 3.5147 5.3676 0.026 0.046 0.044 0.7474
O -1.8991 4.4786 6.0666 -0.017 -0.016 0.002 -0.6400
N -1.5476 3.3549 4.1585 -0.116 -0.158 -0.002 -0.1323
C -1.7144 2.2792 3.1937 0.259 0.452 0.052 -0.7600
H -3.5281 2.7184 6.7699 0.025 0.050 0.015 0.2979
H -3.9663 2.3838 5.0879 0.010 -0.073 -0.014 0.3360
H -2.6497 1.4773 5.8634 -0.046 -0.032 -0.049 0.3352
H -0.9064 4.0989 3.9359 0.013 0.021 -0.011 0.2028
H -0.7579 1.7882 3.0169 -0.127 -0.171 -0.053 0.2217
H -2.0761 2.6907 2.2476 -0.067 -0.129 -0.022 0.2460
H -2.4285 1.5465 3.5523 -0.013 -0.009 0.037 0.3058
```
Positions in Å, forces in eV/Å.

=====

Question: Among the records above, which one has the highest energy above the lowest of the compared OMol25 structures with the same formula, charge and spin?
Answer: C10F30KLiN5O20S10

=====

Question: Look up the E_LUMO of the first one.
Answer: 0.52 eV

=====

Question: Which value of E_HOMO does entry 2 give?
Answer: -3.2 eV

=====

Question: The lowest energy belongs to which entry?
Answer: C10F30KLiN5O20S10